ORCA calculation (wB97M-V/def2-TZVPD) on a single C5H11NO molecule.

## Properties
ΔE to the lowest compared entry with this formula, charge and spin (kJ/mol): 254.8
SMILES string: C/N=C(\C)CCO
E_HOMO (eV): -8.8
LUMO energy (eV): 0.9
E_tot (eV): -8899.05674
Kohn-Sham gap (eV): 9.8
Molar mass (u): 101.15
Maximum force (eV Å⁻¹): 4.3

```
! wB97M-V def2-TZVPD RIJCOSX def2/J DEFGRID3
* xyz 0 1
C 0.0133 -2.0868 0.5884
N -0.3436 -0.7830 0.0613
C 0.5520 0.1687 0.0189
C 2.0382 -0.0991 -0.0763
C 0.0740 1.5354 -0.1689
C -1.7245 1.3171 -0.6319
O -2.6135 0.8658 0.3214
H 1.0645 -2.3266 0.7854
H -0.5080 -2.2829 1.5310
H -0.2724 -2.8743 -0.1203
H 2.3902 -0.5403 0.8604
H 2.2513 -0.8091 -0.8797
H 2.5907 0.8248 -0.2572
H -0.1216 2.0380 0.7761
H 0.6520 2.1137 -0.8892
H -1.9882 2.3433 -0.8816
H -1.6545 0.6709 -1.5035
H -2.3998 -0.0756 0.4658
*
```